No. 1
Molecular formula: C6H18O7P4Pd
Method: DFT, ωB97M-V/def2-TZVPD

- Max |F|: 0.020 hartree/bohr
- LUMO energy (alpha / beta): 0.3441 / -1.4775 eV
- E_tot: -2259.67646 a.u.
- Gap between HOMO and LUMO (alpha / beta): 8.17 / 8.08 eV

```
! RIJCOSX wB97M-V def2-TZVPD def2/J DEFGRID3
* xyz 0 3
Pd 0.1117 0.2221 0.9777
C -1.1956 -3.1080 0.0561
P -0.6958 -1.4680 -0.5108
C -1.9982 -0.9514 -1.6524
C 0.7525 -1.7723 -1.5963
C 1.4696 -0.4459 -1.8870
P 2.0323 0.3554 -0.3399
C 2.4815 2.0313 -0.8417
C 3.5995 -0.4628 0.0519
H -1.3511 -3.7637 -0.8029
H -2.1214 -3.0213 0.6240
H -0.4336 -3.5266 0.7130
H -2.0940 -1.6853 -2.4556
H -1.7743 0.0379 -2.0499
H -2.9379 -0.8445 -1.1113
H 0.4253 -2.2546 -2.5196
H 1.4162 -2.4724 -1.0810
H 0.7808 0.2675 -2.3486
H 2.3136 -0.5762 -2.5686
H 3.0891 2.0059 -1.7483
H 3.0351 2.5239 -0.0432
H 1.5593 2.5870 -1.0131
H 4.2487 -0.4457 -0.8258
H 3.4297 -1.4938 0.3620
H 4.0861 0.0622 0.8738
O -1.8866 1.2633 4.3969
P -1.1438 0.8525 3.0524
O -0.9098 -0.6365 2.9320
O 0.0729 1.6966 2.8331
O -2.2326 1.2058 1.8751
P -2.1242 2.0786 0.4807
O -2.2480 3.5912 0.9777
O -3.2454 1.6524 -0.3727
O -0.6814 1.9405 -0.0428
H -2.6575 0.7169 4.5637
H -3.1725 3.8385 1.0410
*
```


No. 2
Molecular formula: C6H19CaN3O2P
Method: DFT, ωB97M-V/def2-TZVPD

- Max |F|: 0.071 hartree/bohr
- LUMO energy: -6.1928 eV
- E_tot: -1573.51473 a.u.
- Gap between HOMO and LUMO: 4.10 eV

```
! RIJCOSX wB97M-V def2-TZVPD def2/J DEFGRID3
* xyz 1 1
Ca 5.8160 -2.8783 -2.2457
O 3.9016 -1.9435 -2.1387
H 3.1399 -1.4127 -2.3490
O -2.0227 1.2864 -0.9573
P -0.9977 0.5822 -0.1664
N -0.1327 -0.6022 -1.0162
C 1.0372 -0.2495 -1.7893
C -0.8170 -1.8076 -1.4288
N -1.5488 -0.3091 1.1379
C -0.7870 -1.3455 1.8142
C -2.8532 -0.0794 1.7363
N 0.1476 1.6439 0.3918
C 0.3593 2.8771 -0.3726
C 0.8118 1.6069 1.7124
H 1.0362 0.7912 -2.1159
H 1.1517 -0.9397 -2.6265
H 1.9760 -0.3167 -1.2170
H -0.1597 -2.6778 -1.3061
H -1.2228 -1.7961 -2.4425
H -1.6323 -2.0354 -0.7396
H 0.2619 -1.2275 1.5394
H -0.9029 -1.2754 2.8956
H -1.0655 -2.3647 1.5251
H -3.5691 -0.8935 1.5885
H -2.7313 0.0676 2.8094
H -3.3405 0.7858 1.2878
H 1.2024 3.4443 0.0194
H 0.4377 2.7219 -1.4451
H -0.4706 3.5713 -0.1663
H 1.6540 2.2907 1.7309
H 1.2166 0.6031 1.8418
H 0.1041 1.8821 2.4927
*
```


No. 3
Molecular formula: C6H19IN2Zn
Method: DFT, ωB97M-V/def2-TZVPD

- Max |F|: 0.046 hartree/bohr
- LUMO energy: 0.2425 eV
- E_tot: -2426.53999 a.u.
- Gap between HOMO and LUMO: 8.46 eV

```
! RIJCOSX wB97M-V def2-TZVPD def2/J DEFGRID3
* xyz 0 1
C -0.3817 -3.1675 -1.4712
C 0.0713 -2.4118 -2.6575
H 0.3734 -3.7791 -0.9479
H -1.3023 -3.7161 -1.3428
H -0.6122 -2.3921 -0.7788
H 0.8318 -1.7118 -2.2783
H 0.6917 -2.8633 -3.4412
H -0.7724 -1.8359 -3.0387
Zn -0.4606 1.0114 0.5101
C -2.2906 0.9953 -0.1281
H -2.3697 1.5535 -1.0835
H -3.0500 1.4313 0.5715
H -2.5151 -0.0655 -0.3291
I 1.9578 -0.3155 0.5894
N 0.4980 2.8744 0.0281
C 1.4090 3.1508 1.1587
C 0.7511 3.1331 2.5932
C -0.3637 2.1356 3.0121
N -0.1734 0.7617 2.5577
H 1.0508 2.5740 -0.7740
H 0.0537 3.7504 -0.2204
H 2.2052 2.4118 1.1820
H 1.9721 4.0883 0.9527
H 1.6082 3.0833 3.2948
H 0.2676 4.1302 2.6926
H -0.5683 2.1944 4.0844
H -1.2626 2.5388 2.5813
H -0.8391 0.1121 2.9633
H 0.7464 0.3665 2.8351
*
```


No. 4
Molecular formula: C6H19IN5O3
Method: DFT, ωB97M-V/def2-TZVPD

- Max |F|: 0.261 hartree/bohr
- LUMO energy (alpha / beta): -0.0752 / -4.9186 eV
- E_tot: -1037.12724 a.u.
- Gap between HOMO and LUMO (alpha / beta): 9.70 / 4.84 eV

```
! RIJCOSX wB97M-V def2-TZVPD def2/J DEFGRID3
* xyz 0 2
I -25.6311 4.3685 3.7195
C -20.5240 5.6808 1.5747
C -21.7778 5.2639 2.3507
C -21.5949 5.1207 3.8096
O -20.2678 4.9497 4.2017
C -19.8669 3.6664 4.3536
N -22.8369 6.2143 2.0807
H -20.6561 5.7353 0.4941
H -19.7299 4.9435 1.6921
H -20.1997 6.5974 2.0675
H -22.1070 4.3293 1.8966
H -22.2599 4.4122 4.3035
H -21.7897 6.0905 4.2676
H -18.7996 3.4501 4.3062
H -20.2740 3.1106 3.5090
H -20.3415 3.1697 5.1999
H -23.1114 6.8689 2.7993
H -23.6446 5.6139 1.9962
C -24.0263 7.2265 6.3492
O -23.3016 8.0918 6.8711
N -24.6506 7.4395 5.2231
N -24.0486 5.9016 6.6147
H -24.4783 8.3946 4.9436
H -25.0967 6.7109 4.6844
H -23.6236 5.5096 7.4429
H -24.2464 5.2812 5.8427
C -26.4117 2.5629 7.7654
O -26.2752 2.1557 8.9283
N -26.6086 3.7766 7.2814
N -26.5927 1.8065 6.8417
H -26.5812 4.5488 7.9318
H -26.6764 3.9243 6.2846
H -26.7937 0.8399 7.0548
H -26.4380 2.0223 5.8673
*
```


No. 5
Molecular formula: C6H19N2O
Method: DFT, ωB97M-V/def2-TZVPD

- Max |F|: 0.044 hartree/bohr
- LUMO energy: -3.2114 eV
- E_tot: -424.46596 a.u.
- Gap between HOMO and LUMO: 8.75 eV

```
! RIJCOSX wB97M-V def2-TZVPD def2/J DEFGRID3
* xyz 1 1
N 1.3622 -1.1901 -2.0164
C 0.0358 -0.7162 -1.4324
C 0.0268 -0.6056 0.0835
N -0.3585 0.8449 0.3461
C 0.6447 1.4536 1.2810
C -1.9531 0.3651 2.2246
C -1.7957 0.9891 0.8468
C -2.7871 0.4244 -0.1493
H 1.2808 -1.3123 -3.0200
H 2.1298 -0.6428 -1.5765
H 1.5841 -2.0895 -1.5794
H -0.7686 -1.2389 -1.9920
H -0.1267 0.2730 -1.8353
H -0.7593 -1.2750 0.4536
H 1.0038 -0.7936 0.5650
H 1.6092 0.9464 1.2427
H 0.9356 2.4022 0.8323
H 0.2624 1.6063 2.2802
H -1.3321 0.8694 2.9743
H -2.9270 0.5973 2.6839
H -1.8832 -0.7270 2.2182
H -1.8461 2.1098 0.8204
H -3.3841 -0.3535 0.3232
H -2.3079 -0.1967 -0.9172
H -3.5290 1.1140 -0.5667
H 4.3931 -0.4699 -1.2591
H 4.0589 -1.1474 0.0625
O 3.7395 -1.0303 -0.8339
*
```


No. 6
Molecular formula: C6H19NSi2
Method: DFT, ωB97M-V/def2-TZVPD

- Max |F|: 0.037 hartree/bohr
- LUMO energy: 0.8330 eV
- SMILES: C[Si](C)(C)N[Si](C)(C)C
- E_tot: -873.84556 a.u.
- Gap between HOMO and LUMO: 10.03 eV

```
! RIJCOSX wB97M-V def2-TZVPD def2/J DEFGRID3
* xyz 0 1
C -1.4549 1.8064 -0.2585
Si -0.4114 0.6942 -1.3700
C -1.3180 -0.8061 -2.0825
C 0.2980 1.6808 -2.7954
N 0.9970 0.1415 -0.4012
Si 0.7350 -0.6888 1.1855
C -0.9213 -1.6685 1.1580
C 2.1225 -1.8830 1.5378
C 0.7714 0.5998 2.5718
H -2.0843 2.4264 -0.9284
H -0.8848 2.4367 0.4023
H -2.0833 1.2121 0.3995
H -0.7276 -1.7018 -1.9076
H -2.3049 -0.9367 -1.6755
H -1.3835 -0.6348 -3.1468
H 1.1783 2.1916 -2.4232
H -0.3713 2.4091 -3.2226
H 0.6067 0.9940 -3.5538
H 1.4684 0.9689 -0.0706
H -1.1869 -2.3345 1.9738
H -0.9316 -2.2362 0.2264
H -1.6908 -0.8834 1.1173
H 2.8737 -1.3014 2.0450
H 2.5841 -2.2769 0.6359
H 1.8185 -2.6971 2.1774
H 0.5923 0.1553 3.5429
H -0.0356 1.2214 2.2451
H 1.7440 1.1109 2.6175
*
```


No. 7
Molecular formula: C6H19O4S3
Method: DFT, ωB97M-V/def2-TZVPD

- Max |F|: 0.137 hartree/bohr
- LUMO energy: 2.9493 eV
- E_tot: -1735.32031 a.u.
- Gap between HOMO and LUMO: 6.33 eV

```
! RIJCOSX wB97M-V def2-TZVPD def2/J DEFGRID3
* xyz -1 1
O 31.5010 7.2600 11.0410
H 32.2440 7.4530 10.5800
C 32.4580 10.8380 12.5000
S 33.4950 9.6320 11.5120
O 34.4890 10.5080 10.7760
C 34.3740 9.0040 12.8220
H 31.6520 11.0590 11.7800
H 32.8700 11.5880 12.9520
H 31.9070 10.4710 13.4100
H 34.5410 9.7040 13.5730
H 35.3300 8.6840 12.3770
H 33.8580 8.1210 13.2430
C 31.7860 3.8490 12.7350
S 31.7290 5.1940 13.9310
O 31.5700 4.6610 15.2880
C 33.4610 5.7000 13.7080
H 32.4560 3.1580 12.9170
H 32.1230 4.2370 11.6590
H 30.6580 3.4890 12.7340
H 33.4060 6.1430 12.7390
H 34.3990 5.0220 13.7450
H 33.7040 6.5770 14.3220
C 34.3070 7.0470 9.2140
S 33.3010 5.6260 9.0390
O 33.4380 5.0990 7.5670
C 34.2750 4.5080 9.9980
H 35.2720 7.0110 8.9160
H 34.3540 7.3480 10.2810
H 33.6420 7.9670 8.7490
H 35.2430 4.6250 9.4280
H 33.8150 3.5160 9.9390
H 34.3550 4.7890 11.0730
*
```


No. 8
Molecular formula: C6H20AlN2O3P
Method: DFT, ωB97M-V/def2-TZVPD

- Max |F|: 0.010 hartree/bohr
- LUMO energy: -1.1287 eV
- E_tot: -1159.55525 a.u.
- Gap between HOMO and LUMO: 5.79 eV

```
! RIJCOSX wB97M-V def2-TZVPD def2/J DEFGRID3
* xyz 0 1
C 0.8607 3.2801 3.4070
C 0.0531 1.9781 3.5479
C 0.7594 0.7557 2.9255
Al 0.3586 0.4021 1.0307
P 1.0205 2.1040 -0.5569
N 0.7007 3.5850 -0.1866
O 2.5855 1.9241 -0.9845
O 0.4164 1.6499 -2.0391
H 1.2286 3.6426 4.3721
H 1.7348 3.1298 2.7650
H 0.2904 4.0868 2.9418
H -0.9265 2.1119 3.0734
H -0.1349 1.8039 4.6152
H 0.4155 -0.1616 3.4302
H 1.8343 0.8206 3.1398
H 1.0872 -0.9512 0.4978
H -1.2745 0.2785 0.8030
H 0.2282 4.1669 -0.8667
H 3.0877 2.6017 -0.5155
H -0.5278 1.8382 -2.0266
C -1.1228 -1.3915 -1.5877
C -0.7672 -2.7910 -1.2907
O -0.0155 -3.2885 -0.5457
N -1.5681 -3.8395 -2.2181
C -0.7970 -4.0753 -3.4763
H -0.1889 -0.8328 -1.6974
H -1.7499 -1.2775 -2.4719
H -1.6113 -0.9665 -0.7014
H -2.5090 -3.5091 -2.4235
H -1.6264 -4.6971 -1.6699
H -0.6334 -3.1161 -3.9610
H -1.3602 -4.7361 -4.1291
H 0.1520 -4.5259 -3.2006
*
```


No. 9
Molecular formula: C6H20B2BeCl12
Method: DFT, ωB97M-V/def2-TZVPD

- Max |F|: 0.095 hartree/bohr
- LUMO energy: -3.6995 eV
- E_tot: -5827.07800 a.u.
- Gap between HOMO and LUMO: 6.67 eV

```
! RIJCOSX wB97M-V def2-TZVPD def2/J DEFGRID3
* xyz 0 1
Be -2.0669 1.2201 -0.1588
B -0.5116 -0.4050 -0.8308
H -0.5015 -0.6333 0.2790
H -1.5658 -0.6124 -1.2306
H -0.1179 0.6352 -1.0912
H 0.1254 -1.1901 -1.3376
B -2.1420 1.1105 2.3329
H -3.1140 1.6993 2.3432
H -1.3150 1.7667 1.8770
H -1.8057 0.9400 3.3990
H -2.3517 0.1787 1.7063
C -0.2693 -1.5512 3.8848
Cl -1.6981 -1.9466 4.9195
Cl 0.7889 -0.2600 4.5748
H 0.4214 -2.3815 3.7969
H -0.6418 -1.2199 2.9204
C -0.6473 3.0753 -4.5328
Cl -0.7994 1.5553 -5.4347
Cl -0.3774 2.8077 -2.8340
H 0.0978 3.7530 -4.9390
H -1.6291 3.5421 -4.5136
C -2.5300 -2.7523 0.5394
Cl -3.0247 -4.1854 1.4074
Cl -3.8428 -1.5773 0.3466
H -1.6782 -2.2819 1.0253
H -2.1278 -3.0403 -0.4298
C 2.3114 0.2757 -3.5109
Cl 3.2216 -0.8768 -4.4627
Cl 3.2520 1.8049 -3.1534
H 1.3920 0.5971 -3.9912
H 2.0358 -0.2707 -2.6129
C 2.3347 -2.4148 0.6854
Cl 1.0058 -3.3776 1.3362
Cl 2.7105 -0.9953 1.7082
H 3.2464 -2.9997 0.5930
H 2.0710 -2.1116 -0.3248
C 1.9898 2.2884 1.0969
Cl 2.1826 3.7420 0.0875
Cl 1.0580 2.6076 2.5162
H 1.5396 1.4688 0.5430
H 2.9733 2.0150 1.4700
*
```


No. 10
Molecular formula: C6H20O4
Method: DFT, ωB97M-V/def2-TZVPD

- Max |F|: 0.040 hartree/bohr
- LUMO energy: 0.4684 eV
- SMILES: CCO.CCO.CCO.O
- E_tot: -541.49397 a.u.
- Gap between HOMO and LUMO: 10.66 eV

```
! RIJCOSX wB97M-V def2-TZVPD def2/J DEFGRID3
* xyz 0 1
C 1.8081 0.2960 3.2798
C 0.9301 -0.6435 2.4646
O 1.1300 -0.4003 1.0948
H 2.8099 0.4394 2.8749
H 1.8785 -0.0435 4.3132
H 1.4187 1.3120 3.3457
H -0.1258 -0.4461 2.6497
H 1.2104 -1.6658 2.7184
H 1.9900 -0.6935 0.7851
C -1.5790 -5.3512 0.7849
C -1.4162 -4.8251 -0.5870
O -1.3230 -5.7693 -1.6190
H -2.2369 -6.2160 0.6987
H -2.1301 -4.6894 1.4531
H -0.6192 -5.6900 1.1748
H -0.4801 -4.2690 -0.5355
H -2.3098 -4.2133 -0.7106
H -0.5233 -5.5182 -2.0869
C 0.5805 4.4868 -1.6413
C 0.9845 5.6218 -2.5776
O -0.1458 6.2042 -3.1804
H 1.4597 4.1135 -1.1162
H 0.1131 3.6429 -2.1488
H -0.1900 4.8145 -0.9434
H 1.6508 5.2637 -3.3625
H 1.4815 6.4060 -2.0065
H -0.5340 6.8726 -2.6111
O -2.0819 0.3506 -1.2011
H -1.2161 0.0496 -0.9252
H -2.5345 0.5606 -0.3843
*
```


No. 11
Molecular formula: C6H21NO4
Method: DFT, ωB97M-V/def2-TZVPD

- Max |F|: 0.068 hartree/bohr
- LUMO energy: 0.6850 eV
- SMILES: CCN[C@@H](C)[C@@H](C)O.O.O.O
- E_tot: -596.91221 a.u.
- Gap between HOMO and LUMO: 9.25 eV

```
! RIJCOSX wB97M-V def2-TZVPD def2/J DEFGRID3
* xyz 0 1
C 2.3940 1.7038 -1.6006
C 1.1128 1.0082 -2.0050
N 0.3454 0.6942 -0.7772
C -1.0429 0.2392 -1.0358
C -1.0851 -1.2052 -1.6108
C -1.7839 0.3566 0.3212
C -3.2756 0.0216 0.2062
O -1.2226 -0.4885 1.3090
H 2.1667 2.6297 -0.9738
H 3.0438 1.0678 -0.9962
H 2.9450 2.0287 -2.4834
H 1.3314 0.0918 -2.6705
H 0.4921 1.6723 -2.6801
H 0.7871 0.0260 -0.1881
H -1.5110 0.9360 -1.7612
H -0.5109 -1.2962 -2.5196
H -2.1020 -1.4996 -1.7846
H -0.6416 -1.9888 -0.8459
H -1.6575 1.3927 0.7851
H -3.4580 -0.9532 -0.1367
H -3.7596 0.6321 -0.5210
H -3.7468 0.1131 1.1282
H -0.7639 -1.2866 0.9337
O 2.5572 -0.6209 2.5340
H 2.6997 -1.1669 3.3195
H 1.8238 0.0143 2.7679
O 1.2521 -1.9609 0.6338
H 1.7892 -1.5241 1.3039
H 1.9251 -2.3236 0.0536
O 0.3256 0.7244 3.1191
H -0.2480 0.4385 2.3194
H -0.1816 0.5235 3.8562
*
```


No. 12
Molecular formula: C6H22BO3S3Sn
Method: DFT, ωB97M-V/def2-TZVPD

- Max |F|: 0.071 hartree/bohr
- LUMO energy: -4.5919 eV
- E_tot: -1900.82796 a.u.
- Gap between HOMO and LUMO: 7.63 eV

```
! RIJCOSX wB97M-V def2-TZVPD def2/J DEFGRID3
* xyz 1 1
Sn 17.5698 -28.4466 24.6386
B 16.1450 -25.9200 24.1697
H 17.1228 -25.9052 24.8512
H 15.5015 -24.9590 24.3345
H 16.4024 -25.9866 23.0226
H 15.5288 -26.9074 24.4675
C 16.6656 -24.7662 27.4705
S 16.3346 -26.4037 28.1810
O 16.6908 -27.4417 27.1543
C 17.7642 -26.3466 29.2895
H 16.3605 -24.0308 28.2195
H 16.1204 -24.5476 26.5560
H 17.7215 -24.5851 27.2714
H 18.6849 -26.1209 28.7499
H 18.0294 -27.2879 29.7680
H 17.5024 -25.5456 29.9810
C 13.5358 -29.2625 23.4534
S 13.9838 -30.1488 24.9588
O 15.4802 -30.1224 25.0728
C 13.4393 -28.8838 26.1524
H 14.1158 -28.3378 23.4367
H 12.4855 -29.0271 23.2859
H 13.7991 -29.8921 22.6022
H 14.0399 -27.9891 25.9751
H 13.6471 -29.2956 27.1349
H 12.4159 -28.5966 25.9176
C 22.1410 -26.7601 25.7215
S 20.9368 -27.0377 27.0328
O 19.6134 -27.1566 26.3107
C 21.3027 -28.8161 27.1829
H 23.1780 -26.7058 26.0510
H 21.8639 -25.8578 25.1774
H 22.0891 -27.5795 25.0042
H 22.2453 -28.9975 27.6979
H 21.2339 -29.3374 26.2288
H 20.4951 -29.2797 27.7527
*
```


No. 13
Molecular formula: C6H22F3O9Y
Method: DFT, ωB97M-V/def2-TZVPD

- Max |F|: 0.041 hartree/bohr
- LUMO energy: -0.3303 eV
- E_tot: -1257.03140 a.u.
- Gap between HOMO and LUMO: 6.95 eV

```
! RIJCOSX wB97M-V def2-TZVPD def2/J DEFGRID3
* xyz 0 1
Y 0.2575 -0.8869 -1.5909
C 1.1930 2.4176 0.6765
C 1.5036 2.5126 -0.8437
O 1.2298 1.4005 -1.5826
H 1.3571 3.3761 1.1632
H 1.7561 1.5936 1.1212
H 0.1595 2.0645 0.6419
H 2.5556 2.8303 -0.9607
H 0.9439 3.4260 -1.1220
O -1.5417 -2.0987 -2.2421
H -2.3702 -2.5606 -2.2370
C -0.4533 -1.1788 1.9408
O -1.1493 0.0693 1.7416
O 0.1547 -1.5591 0.7965
C 0.3943 -1.1988 3.2570
F 1.2026 -0.1268 3.3451
F -0.3884 -1.1491 4.3472
F 1.1467 -2.2985 3.2913
C -1.6247 0.8209 2.8469
C -2.5577 1.8887 2.3200
H -3.0340 2.3540 3.1863
H -2.0798 2.6795 1.7404
H -3.3706 1.4946 1.7050
H -0.7740 1.2801 3.3589
H -2.1362 0.2109 3.5964
H -1.2963 -1.8311 2.2265
O -0.5330 0.3409 -3.5381
H -0.1643 1.0428 -4.0848
H -1.4716 0.3083 -3.7594
O 1.0046 -3.2552 -1.6399
H 0.3882 -3.9923 -1.7322
H 1.8808 -3.6546 -1.6324
O -1.5167 0.4950 -0.8632
H -1.7581 0.6159 0.0715
H -2.1463 1.0178 -1.3660
O 2.5409 -1.1511 -0.8457
H 2.8276 -1.8799 -0.2822
H 3.2998 -0.5599 -0.9068
O 1.4205 -1.5004 -3.6913
H 2.0134 -1.0565 -4.3068
H 1.1362 -2.3016 -4.1465
*
```


No. 14
Molecular formula: C6H22IO5
Method: DFT, ωB97M-V/def2-TZVPD

- Max |F|: 0.008 hartree/bohr
- LUMO energy: 3.0895 eV
- E_tot: -915.82081 a.u.
- Gap between HOMO and LUMO: 8.28 eV

```
! RIJCOSX wB97M-V def2-TZVPD def2/J DEFGRID3
* xyz -1 1
I 0.3026 0.2110 -0.0360
O -1.5955 -0.6248 3.0848
H -1.3866 0.1677 3.5879
H -0.8945 -0.6590 2.4176
O -0.3177 -1.6933 -3.0987
H -0.1481 -1.0393 -2.3974
H -0.5788 -1.1633 -3.8567
O 1.9784 1.9194 2.7063
H 2.8803 1.6279 2.5478
H 1.4811 1.5239 1.9679
C 2.9441 -4.9189 -0.7244
C 2.9322 -3.4097 -0.5458
C 2.8547 -2.6878 -1.8768
O 1.8315 -3.0759 0.2807
H 2.0318 -5.2483 -1.2312
H 2.9625 -5.4524 0.2312
H 3.8149 -5.2467 -1.2965
H 3.8642 -3.1259 -0.0304
H 3.6702 -2.9698 -2.5461
H 2.8679 -1.6058 -1.7121
H 1.9175 -2.9112 -2.3942
H 1.5157 -2.1921 0.0286
C -4.1534 3.9121 0.8917
C -3.0499 3.1738 0.1748
C -1.7911 4.0264 0.0421
O -2.7850 1.9890 0.9099
H -4.5367 4.7193 0.2589
H -3.7763 4.3743 1.8067
H -4.9718 3.2387 1.1394
H -3.3939 2.9082 -0.8380
H -0.9873 3.4362 -0.4014
H -1.4761 4.3619 1.0320
H -1.9663 4.8948 -0.5985
H -2.0404 1.5397 0.4761
*
```